1.
Density functional theory data (the ωB97M-V functional and the def2-TZVPD basis) for C9H13N3NaO5 as an isolated structure in a non-equilibrium geometry.

Results
**Energy**: -1053.6627 hartree
**LUMO energy**: 2.356 eV
**Frontier orbital gap**: 7.932 eV
**ΔE to the lowest compared entry with this formula, charge and spin**: 0.0 kJ/mol
**Largest force on an atom**: 2.077 eV Å⁻¹
**Net charge**: -1

Element x y z (Å)
Na (-10.63289, -2.49788, -1.84880)
O (-7.33242, -4.04955, -0.15010)
C (-8.24189, -4.79678, 0.66477)
C (-9.57603, -5.16411, 0.03354)
N (-10.55862, -4.15991, -0.29237)
C (-10.83600, -3.19934, 0.81600)
C (-9.91965, -1.93868, 0.91293)
O (-10.05581, -1.27948, 1.96239)
O (-9.16929, -1.70682, -0.10489)
C (-11.79547, -4.86165, -0.67954)
C (-12.49205, -4.58223, -2.02927)
O (-13.48261, -5.29257, -2.21238)
O (-12.00354, -3.69735, -2.83787)
H (-7.75477, -3.14418, -0.19620)
H (-7.79224, -5.77137, 0.89862)
H (-8.37820, -4.26272, 1.57264)
H (-9.34529, -5.72757, -0.83121)
H (-10.03445, -5.85552, 0.78767)
H (-11.79540, -2.78058, 0.63187)
H (-10.91070, -3.68280, 1.75829)
H (-11.56389, -5.97366, -0.74653)
H (-12.54766, -4.76334, 0.11414)
N (-14.15843, -2.15960, -1.58159)
C (-15.42016, -1.97260, -1.15314)
C (-15.33957, -0.92759, -0.20135)
C (-13.99329, -0.56887, -0.18862)
N (-13.28266, -1.32448, -1.03098)
H (-13.82004, -2.79418, -2.30147)
H (-16.26687, -2.49202, -1.57494)
H (-16.19487, -0.51016, 0.29194)
H (-13.52169, 0.05229, 0.55127)

***

2.
Density functional theory data (the ωB97M-V functional and the def2-TZVPD basis) for a 2-piece molecular cluster, C3H13N2O overall in a non-equilibrium geometry.

Results
**Energy**: -306.1044 hartree
**LUMO energy (spin up / spin down)**: -7.508 / -12.724 eV
**Frontier orbital gap (spin up / spin down)**: 12.208 / 6.970 eV
**⟨S²⟩**: 0.75
**ΔE to the lowest compared entry with this formula, charge and spin**: 133.0 kJ/mol
**Largest force on an atom**: 5.081 eV Å⁻¹
**Net charge**: +2
**Multiplicity**: 2

Element x y z (Å)
N (-0.94678, -1.26354, -1.01623)
C (0.31056, -1.90792, -0.43282)
C (1.46763, -0.79468, 0.05454)
N (0.82989, 0.45495, 0.19586)
C (0.81699, 1.25414, 1.43925)
H (-1.23330, -0.42018, -0.47738)
H (-0.63072, -0.85224, -1.89623)
H (-1.73076, -1.91867, -0.98502)
H (0.02170, -2.44221, 0.47135)
H (0.72720, -2.54472, -1.19888)
H (1.76875, -1.22575, 1.02272)
H (2.31077, -0.91390, -0.61036)
H (1.21877, 1.13436, -0.47759)
H (0.36924, 0.60608, 2.19039)
H (0.08050, 2.03910, 1.36335)
H (1.78865, 1.64268, 1.76858)
H (-2.51002, 2.06169, 0.53627)
H (-2.11811, 2.26876, -0.95675)
O (-1.79538, 1.92062, -0.11864)

***

3.
Density functional theory data (the ωB97M-V functional and the def2-TZVPD basis) for a 3-piece molecular cluster, C2H12NO3 overall in a non-equilibrium geometry.

Results
**Energy**: -363.5511 hartree
**LUMO energy**: -3.363 eV
**Frontier orbital gap**: 10.505 eV
**ΔE to the lowest compared entry with this formula, charge and spin**: 261.8 kJ/mol
**Largest force on an atom**: 4.161 eV Å⁻¹
**Net charge**: +1

Element x y z (Å)
C (-1.75960, 1.31687, 0.01771)
O (-1.46553, 2.18433, 1.07964)
C (-0.55786, 0.30227, -0.00088)
N (-0.71670, -0.36624, 1.35621)
H (-1.91711, 1.77663, -1.08268)
H (-2.69027, 0.76130, 0.05592)
H (-1.90626, 3.03379, 0.81288)
H (-0.70099, -0.37805, -0.81504)
H (0.52017, 0.89807, -0.06790)
H (-0.25575, -1.30622, 1.54390)
H (-1.77685, -0.34459, 1.53158)
H (-0.75796, -0.01728, 2.29509)
H (2.57665, -0.50353, -4.12269)
H (3.33575, 0.28971, -2.82239)
O (2.70439, -0.38912, -3.18565)
H (2.09528, -2.13196, 1.82762)
H (1.57341, -3.02063, 0.64564)
O (1.69924, -2.10532, 0.93102)